#A
C3H3NO2S | wB97M-V/def2-TZVPD

Summary:
- HOMO energy (eV) = -9.281
- LUMO energy (eV) = -1.63
- orbital gap (eV) = 7.649

The geometry in XYZ format:
```
10
C3H3NO2S (wB97M-V/def2-TZVPD)
C -0.76 1.13 0.14
C 1.39 -0.03 -0.38
C -0.67 -1.11 0.17
H -0.26 2.14 -0.58
H 1.81 1.02 -0.66
H -1.86 -0.84 0.04
N -0.02 -0.05 0.03
O -1.90 1.27 0.87
O -0.25 -2.23 0.30
S 2.52 -1.31 0.08
```

***

#B
C3H3NO2S | wB97M-V/def2-TZVPD

Summary:
- SMILES = O=C1CSC(=O)N1
- HOMO energy (eV) = -9.979
- LUMO energy (eV) = 0.42
- orbital gap (eV) = 10.400

The geometry in XYZ format:
```
10
C3H3NO2S (wB97M-V/def2-TZVPD)
C -0.28 -1.29 -0.35
C 0.78 -0.46 -1.25
C -0.37 0.75 0.82
H 0.50 -0.44 -2.29
H 1.76 -0.99 -1.08
H -1.52 -0.89 1.32
N -0.86 -0.50 0.64
O -0.61 -2.42 -0.51
O -0.66 1.50 1.72
S 0.92 1.20 -0.46
```

***

Stability, lowest: #A

***

#A
CH7N4O | wB97M-V/def2-TZVPD

Summary:
- total charge = +1
- HOMO energy (alpha / beta) (eV) = -11.616 / -11.584
- LUMO energy (alpha / beta) (eV) = -8.52 / -8.55
- orbital gap (alpha / beta) (eV) = 3.099 / 3.035

The geometry in XYZ format:
```
13
CH7N4O (wB97M-V/def2-TZVPD)
C 0.47 1.14 1.02
N 0.58 2.48 0.94
N 1.44 0.51 1.70
N -1.42 -3.16 -2.36
N -0.42 0.44 0.43
O -1.32 -1.97 -2.15
H 1.56 2.80 0.84
H -0.23 3.12 0.79
H 2.19 1.11 1.91
H 1.54 -0.48 1.57
H -1.87 -3.59 -1.50
H -1.41 -3.52 -3.33
H -1.10 1.11 0.15
```

***

#B
CH7N4O | wB97M-V/def2-TZVPD

Summary:
- total charge = +1
- HOMO energy (alpha / beta) (eV) = -13.212 / -13.212
- LUMO energy (alpha / beta) (eV) = -3.76 / -3.76
- orbital gap (alpha / beta) (eV) = 9.451 / 9.452

The geometry in XYZ format:
```
13
CH7N4O (wB97M-V/def2-TZVPD)
C 0.53 0.59 -1.05
N 0.34 -0.10 -2.16
N 0.18 -1.35 1.20
N -0.51 -0.47 0.39
N -0.84 0.69 1.14
O 0.75 1.68 -0.59
H -0.17 -0.95 -1.88
H 0.74 0.17 -3.03
H 1.08 -1.06 1.54
H 0.52 -2.30 0.72
H -0.15 1.42 0.74
H -1.84 0.93 0.90
H -0.65 0.75 2.08
```

***

Stability, lowest: #A

***

#A
CH3N2S | wB97M-V/def2-TZVPD

Summary:
- total charge = +1
- HOMO energy (eV) = -15.408
- LUMO energy (eV) = -6.06
- orbital gap (eV) = 9.347

The geometry in XYZ format:
```
7
CH3N2S (wB97M-V/def2-TZVPD)
C -0.60 0.67 -0.36
N -1.55 -0.03 -0.84
N 0.69 0.35 0.44
S -1.56 1.81 -1.01
H -2.39 -0.64 -0.55
H 1.13 -0.61 0.27
H 1.50 0.91 0.50
```

***

#B
CH3N2S | wB97M-V/def2-TZVPD

Summary:
- total charge = +1
- HOMO energy (eV) = -15.699
- LUMO energy (eV) = -6.41
- orbital gap (eV) = 9.291

The geometry in XYZ format:
```
7
CH3N2S (wB97M-V/def2-TZVPD)
C 0.40 0.04 0.07
N 0.22 -0.68 1.15
N -0.37 0.15 -1.07
S 1.71 0.56 1.02
H -0.60 -0.38 1.67
H -1.19 -0.50 -1.00
H -0.17 0.81 -1.85
```

***

Stability, lowest: #A

***

#A
C3H7N3OS | wB97M-V/def2-TZVPD

Summary:
- SMILES = [H]/N=C\NC(=S)NOC
- HOMO energy (eV) = -8.504
- LUMO energy (eV) = -0.34
- orbital gap (eV) = 8.167

The geometry in XYZ format:
```
15
C3H7N3OS (wB97M-V/def2-TZVPD)
C -2.53 0.63 0.56
C 0.13 -0.09 -0.31
C 2.66 -0.42 -0.11
H -3.61 1.00 0.56
H -1.69 1.67 0.55
H -2.44 0.02 1.66
H -0.95 -1.53 -1.29
H 1.14 -1.97 -0.27
H 3.18 -1.39 0.16
H 2.56 1.58 0.15
N -1.04 -0.76 -0.32
N 1.29 -0.81 -0.13
N 3.29 0.77 0.09
O -2.23 -0.24 -0.71
S 0.26 1.54 -0.60
```

***

#B
C3H7N3OS | wB97M-V/def2-TZVPD

Summary:
- SMILES = [H]/N=C(\C/C=N/O)NS
- HOMO energy (eV) = -8.867
- LUMO energy (eV) = 0.78
- orbital gap (eV) = 9.650

The geometry in XYZ format:
```
15
C3H7N3OS (wB97M-V/def2-TZVPD)
C -0.77 0.68 -0.59
C -0.50 -0.81 -0.82
C 0.38 -1.54 0.16
H -0.58 3.21 0.76
H 1.12 0.97 0.09
H -2.64 0.54 -0.77
H -1.47 -1.33 -0.86
H -0.04 -0.91 -1.84
H 0.33 -2.62 0.13
H 2.41 -1.25 2.31
N 0.38 1.44 -0.44
N -1.93 1.23 -0.58
N 1.16 -0.93 0.96
O 1.88 -1.82 1.74
S 0.28 3.13 -0.26
```

***

#C
C3H7N3OS | wB97M-V/def2-TZVPD

Summary:
- SMILES = CN=C(N)N.O=C=S
- HOMO energy (eV) = -9.207
- LUMO energy (eV) = 0.75
- orbital gap (eV) = 9.952

The geometry in XYZ format:
```
15
C3H7N3OS (wB97M-V/def2-TZVPD)
C 0.67 0.51 0.25
C -2.39 0.48 -0.09
C -0.14 -1.59 -0.42
N 0.57 1.85 0.59
N -0.37 -0.20 0.04
N 1.95 0.01 0.16
O -2.20 1.63 -0.35
S -3.08 -0.80 0.46
H -1.07 -2.01 -0.63
H 0.45 -1.67 -1.29
H 0.30 -2.34 0.32
H -0.41 2.02 0.63
H 1.00 2.61 0.02
H 2.81 0.46 0.49
H 1.91 -0.95 -0.17
```

***

Stability, lowest: #A

***

#A
CH5PS2 | wB97M-V/def2-TZVPD

Summary:
- SMILES = CP(S)S
- HOMO energy (eV) = -8.542
- LUMO energy (eV) = 0.62
- orbital gap (eV) = 9.160

The geometry in XYZ format:
```
9
CH5PS2 (wB97M-V/def2-TZVPD)
C 0.64 0.99 0.32
P 0.17 -0.40 -1.07
S 1.08 -1.93 0.10
S -1.88 -0.71 -0.76
H 0.48 0.34 1.18
H 0.09 1.92 0.15
H 1.76 1.25 0.22
H -0.08 -2.06 0.75
H -2.25 0.60 -0.89
```

***

#B
CH5PS2 | wB97M-V/def2-TZVPD

Summary:
- SMILES = CPSS
- HOMO energy (eV) = -9.007
- LUMO energy (eV) = -0.04
- orbital gap (eV) = 8.968

The geometry in XYZ format:
```
9
CH5PS2 (wB97M-V/def2-TZVPD)
C 0.44 -1.16 0.00
P 0.93 0.46 -0.85
S -0.95 2.29 1.19
S -0.95 1.34 -0.80
H 0.47 -0.89 1.03
H 1.21 -2.05 -0.18
H -0.48 -1.67 -0.18
H 0.68 0.34 -2.31
H -1.35 1.35 2.11
```

***

Stability, lowest: #B

***

#A
C4H8ClNO | wB97M-V/def2-TZVPD

Summary:
- HOMO energy (eV) = -8.954
- LUMO energy (eV) = -0.19
- orbital gap (eV) = 8.760

The geometry in XYZ format:
```
15
C4H8ClNO (wB97M-V/def2-TZVPD)
C -0.27 -1.15 -1.10
C 0.00 1.27 1.07
C 0.87 -1.14 -0.10
C 1.23 0.75 0.32
N 0.54 -1.33 1.21
O 1.38 -1.85 1.95
Cl 1.51 1.41 -1.23
H -0.25 -2.33 -1.27
H 0.23 -0.54 -1.94
H -1.16 -0.79 -0.73
H -0.74 1.44 0.24
H -0.09 0.37 1.78
H 0.16 2.24 1.54
H 1.81 -1.55 -0.44
H 2.28 0.70 0.89
```

***

#B
C4H8ClNO | wB97M-V/def2-TZVPD

Summary:
- HOMO energy (eV) = -7.744
- LUMO energy (eV) = 0.72
- orbital gap (eV) = 8.466

The geometry in XYZ format:
```
15
C4H8ClNO (wB97M-V/def2-TZVPD)
C 0.92 0.18 -1.36
C -0.06 1.05 1.29
C -0.30 -1.55 0.65
C -0.59 -0.11 0.37
N 0.53 0.84 -2.33
O -1.65 0.33 -0.29
Cl 2.50 -0.38 -1.02
H -0.62 0.91 2.30
H -0.15 2.02 0.84
H 1.10 1.02 1.50
H -1.09 -2.05 0.10
H 0.64 -1.69 0.38
H -0.36 -1.62 1.69
H 1.17 1.15 -3.00
H -2.02 -0.09 -1.10
```

***

#C
C4H8ClNO | wB97M-V/def2-TZVPD

Summary:
- SMILES = CC[C@@H](Cl)C(N)=O
- HOMO energy (eV) = -9.452
- LUMO energy (eV) = 0.78
- orbital gap (eV) = 10.235

The geometry in XYZ format:
```
15
C4H8ClNO (wB97M-V/def2-TZVPD)
C 2.15 -0.45 -0.16
C -1.81 0.09 -0.17
C -0.42 -0.42 0.20
C 0.62 0.24 -0.64
N 2.57 0.13 0.93
O 2.61 -1.42 -0.66
Cl 0.80 2.01 -0.51
H -1.97 0.97 0.28
H -1.85 0.36 -1.27
H -2.47 -0.64 -0.08
H -0.44 -1.51 0.35
H -0.17 -0.16 1.24
H 0.48 -0.04 -1.62
H 2.39 1.08 1.08
H 3.37 -0.19 1.51
```

***

Stability, lowest: #A

***

#A
C6H4N2O | wB97M-V/def2-TZVPD

Summary:
- SMILES = N#Cc1cccn1C=O
- HOMO energy (eV) = -9.433
- LUMO energy (eV) = -0.30
- orbital gap (eV) = 9.131

The geometry in XYZ format:
```
13
C6H4N2O (wB97M-V/def2-TZVPD)
C -0.51 0.79 0.01
C -0.31 -0.57 0.29
C 0.70 1.32 -0.22
C 1.03 -0.72 0.51
C 1.45 -1.91 0.27
C 3.20 0.60 0.09
N 1.89 -2.72 -0.35
N 1.78 0.40 0.01
O 3.77 1.57 -0.25
H -1.51 1.12 0.01
H -0.91 -1.47 0.55
H 1.08 2.32 -0.36
H 3.34 -0.21 0.66
```

***

#B
C6H4N2O | wB97M-V/def2-TZVPD

Summary:
- HOMO energy (eV) = -9.964
- LUMO energy (eV) = -1.02
- orbital gap (eV) = 8.940

The geometry in XYZ format:
```
13
C6H4N2O (wB97M-V/def2-TZVPD)
C -0.52 -3.46 -0.72
C 1.29 0.75 0.26
C 0.90 -0.51 -0.16
C 0.19 1.38 0.69
C -0.51 -0.56 -0.03
C -1.53 -1.50 -0.21
N 0.07 -4.46 -0.87
N -2.74 -1.62 -0.52
O -0.93 0.62 0.47
H 2.33 1.26 0.24
H 1.41 -1.35 -0.53
H 0.15 2.38 1.17
H -3.21 -0.70 -0.32
```

***

Stability, lowest: #B

***

#A
C21H22N4O4 | wB97M-V/def2-TZVPD

Summary:
- SMILES = CCOC(=O)c1cccc(NC(=O)Cn2c(CC(=O)NC)nc3ccccc32)c1
- HOMO energy (eV) = -8.495
- LUMO energy (eV) = 0.52
- orbital gap (eV) = 9.013

The geometry in XYZ format:
```
51
C21H22N4O4 (wB97M-V/def2-TZVPD)
C 3.54 -1.15 -4.33
C 3.37 0.26 -3.80
H 2.51 0.76 -4.25
H 4.28 0.85 -3.99
O 3.11 0.26 -2.40
C 4.17 0.20 -1.58
O 5.31 0.15 -1.97
C 3.78 0.17 -0.15
C 2.46 0.37 0.23
C 2.11 0.29 1.58
C 3.10 0.03 2.53
C 4.41 -0.14 2.14
C 4.76 -0.08 0.80
H 5.78 -0.23 0.48
H 5.17 -0.34 2.89
H 2.83 -0.03 3.57
N 0.80 0.45 2.03
C -0.33 0.53 1.28
O -0.39 0.66 0.08
C -1.62 0.47 2.14
N -2.75 0.26 1.30
C -3.13 -0.93 0.74
N -4.07 -0.81 -0.15
C -4.34 0.53 -0.23
C -5.26 1.22 -1.01
C -5.31 2.59 -0.88
C -4.47 3.27 0.00
C -3.55 2.61 0.79
C -3.50 1.23 0.67
H -2.91 3.14 1.47
H -4.54 4.35 0.07
H -6.01 3.16 -1.48
H -5.90 0.69 -1.69
C -2.52 -2.23 1.14
C -1.05 -2.26 0.72
O -0.14 -2.27 1.54
N -0.88 -2.29 -0.61
H -1.69 -2.16 -1.19
C 0.42 -2.23 -1.24
H 0.56 -1.27 -1.73
H 1.17 -2.35 -0.46
H 0.51 -3.04 -1.97
H -3.07 -3.03 0.65
H -2.57 -2.37 2.22
H -1.54 -0.34 2.87
H -1.73 1.42 2.67
H 0.68 0.28 3.02
H 1.71 0.58 -0.51
H 2.66 -1.75 -4.10
H 3.68 -1.12 -5.41
H 4.41 -1.62 -3.88
```

***

#B
C21H22N4O4 | wB97M-V/def2-TZVPD

Summary:
- SMILES = C=C[C@H]1CC(=O)O[C@@H]1ON=O.c1ccncc1.c1ccncc1.c1ccncc1
- HOMO energy (eV) = -7.664
- LUMO energy (eV) = -0.68
- orbital gap (eV) = 6.984

The geometry in XYZ format:
```
51
C21H22N4O4 (wB97M-V/def2-TZVPD)
C -4.30 6.00 -2.06
C -3.28 5.05 -2.19
C -2.13 4.95 -1.24
C -2.07 3.78 -0.19
C -0.75 4.23 0.46
O -0.46 4.34 1.56
O 0.08 4.53 -0.63
C -0.72 4.74 -1.79
O -0.31 5.85 -2.56
N 0.77 5.39 -3.40
O 1.74 5.94 -3.10
H -5.11 5.84 -1.33
H -4.32 6.93 -2.64
H -3.36 4.35 -3.04
H -2.00 5.82 -0.59
H -2.94 3.67 0.46
H -1.77 2.84 -0.69
H -0.59 3.86 -2.44
N -1.35 0.34 0.02
C -0.19 0.17 0.66
C -0.03 -0.61 1.80
C -1.15 -1.24 2.31
C -2.37 -1.09 1.67
C -2.41 -0.29 0.53
H 0.66 0.69 0.22
H 0.94 -0.71 2.27
H -1.07 -1.86 3.20
H -3.26 -1.57 2.04
H -3.35 -0.14 0.00
N -0.59 -4.16 0.44
C -0.20 -5.38 0.06
C 0.49 -5.63 -1.12
C 0.78 -4.56 -1.95
C 0.38 -3.29 -1.57
C -0.30 -3.15 -0.37
H -0.45 -6.19 0.74
H 0.78 -6.64 -1.38
H 1.31 -4.72 -2.88
H 0.59 -2.43 -2.19
H -0.62 -2.18 -0.03
N 2.72 -2.06 2.34
C 3.99 -1.80 2.65
C 5.05 -2.62 2.29
C 4.78 -3.77 1.58
C 3.46 -4.06 1.25
C 2.48 -3.18 1.65
H 4.16 -0.89 3.22
H 6.06 -2.36 2.57
H 5.58 -4.44 1.28
H 3.21 -4.95 0.69
H 1.44 -3.36 1.41
```

***

Stability, lowest: #B

***

#A
C6H9OP | wB97M-V/def2-TZVPD

Summary:
- HOMO energy (alpha / beta) (eV) = -8.450 / -8.260
- LUMO energy (alpha / beta) (eV) = -1.14 / -1.48
- orbital gap (alpha / beta) (eV) = 7.308 / 6.777

The geometry in XYZ format:
```
17
C6H9OP (wB97M-V/def2-TZVPD)
C -2.54 -0.43 -0.08
C -1.80 0.53 0.22
C -0.78 1.35 0.75
C 0.11 1.68 -0.43
C 1.35 -1.25 0.55
C 1.00 -1.20 -0.94
O -3.33 -1.24 -0.43
P 0.05 0.19 -1.62
H -1.21 2.11 1.44
H -0.27 0.91 1.56
H -0.34 2.41 -1.08
H 1.06 2.10 -0.12
H 1.59 -2.21 0.92
H 2.16 -0.53 0.86
H 0.49 -0.99 1.10
H 0.55 -2.19 -1.10
H 1.90 -1.24 -1.60
```

***

#B
C6H9OP | wB97M-V/def2-TZVPD

Summary:
- SMILES = CC(=O)C1=PCCC1
- HOMO energy (eV) = -9.116
- LUMO energy (eV) = -0.74
- orbital gap (eV) = 8.371

The geometry in XYZ format:
```
17
C6H9OP (wB97M-V/def2-TZVPD)
C 1.02 0.49 -0.07
C 2.04 0.16 0.88
C -0.29 -0.21 -0.33
C -1.35 0.82 -0.53
C -0.68 1.85 -1.53
C 1.93 -1.09 1.75
O 2.99 0.93 1.04
P 1.13 2.08 -0.72
H -0.31 -1.04 -1.01
H -0.46 -0.76 0.58
H -2.32 0.36 -0.91
H -1.51 1.42 0.37
H -0.53 1.28 -2.55
H -1.04 2.76 -1.62
H 1.70 -2.03 1.16
H 1.17 -0.98 2.51
H 2.80 -1.04 2.32
```

***

Stability, lowest: #A